Record 1
C23H41IN5O7S | the ωB97M-V functional and the def2-TZVPD basis

net charge	+1
E_HOMO	-0.4153	Eh
E_LUMO	-0.0962	Ha
energy	-2397.0037	Eh

Last column: Mulliken charge in e.
Positions of all 78 atoms, in Å:
C: 2.8448 -2.1347 1.3538  -0.76
C: 4.2958 -1.4329 1.2590  -0.62
I: 5.2971 -1.2695 3.1720  0.12
C: 4.2199 -0.0824 0.4360  -0.73
C: 3.1937 0.9633 0.9889  0.54
C: 3.0673 1.3948 2.3565  -0.42
N: 2.0310 2.3769 2.4424  0.01
C: 1.5931 2.5037 1.1349  0.06
C: 0.4637 3.5757 0.9452  -1.31
C: -0.9751 2.8976 1.0954  0.88
C: -1.8415 3.4284 2.3287  -0.54
N: -2.0556 2.3043 3.2985  -0.70
N: 2.2048 1.6889 0.2047  0.41
C: 1.9305 1.5790 -1.2473  -0.75
C: 0.4054 1.4945 -1.6341  -0.60
C: -0.3179 0.1753 -1.1072  -0.31
C: -1.9142 0.2390 -1.2979  -0.86
S: -2.8417 0.2295 0.2917  0.07
C: -3.6160 -1.3748 0.6109  0.32
N: -4.7263 -1.3106 1.3965  -0.13
N: -5.1458 -2.5966 1.5677  -0.50
C: -4.2860 -3.3907 0.8697  -0.02
O: -3.2730 -2.6577 0.2391  -0.29
H: 2.3985 -1.8704 2.3488  0.33
H: 3.0446 -3.2405 1.2401  0.32
H: 2.2570 -1.7301 0.4789  0.08
H: 4.9223 -2.1415 0.6346  0.56
H: 4.0509 -0.2453 -0.6685  0.29
H: 5.2426 0.4044 0.5253  0.38
H: 3.6073 1.1174 3.2889  0.16
H: 1.7049 2.8647 3.2752  0.30
H: 0.5478 3.9426 -0.1218  0.28
H: 0.5884 4.4402 1.6647  0.69
H: -0.7873 1.7954 1.2954  -0.10
H: -1.5252 2.9241 0.1076  -0.22
H: -1.3313 4.2854 2.8435  0.38
H: -2.8823 3.6820 1.9622  0.19
H: -1.1488 1.8635 3.4970  0.26
H: -2.6093 1.5605 2.8558  0.25
H: 2.3958 0.6054 -1.5978  0.26
H: 2.4910 2.3826 -1.8190  0.18
H: -0.1564 2.4378 -1.3801  0.19
H: 0.3744 1.4297 -2.7681  0.50
H: 0.0234 -0.6561 -1.8012  0.43
H: -0.0163 -0.0925 -0.0578  0.20
H: -2.1035 1.2576 -1.7676  0.29
H: -2.2818 -0.5076 -2.0571  0.50
H: -4.4494 -4.4914 0.9039  0.40
C: 1.2965 -8.5678 0.0974  -1.12
C: 1.6710 -7.1073 -0.0547  -0.16
O: 2.8924 -6.8139 0.6372  -0.35
C: 4.0157 -7.1834 0.0057  0.76
O: 4.0813 -7.7149 -1.0723  -0.54
O: 5.0543 -6.8803 0.7964  -0.32
C: 6.3175 -7.3061 0.2823  -0.65
H: 1.2690 -8.8489 1.1526  0.30
H: 0.3194 -8.7639 -0.3477  0.36
H: 2.0300 -9.2152 -0.3858  0.31
H: 0.8988 -6.4835 0.4000  0.27
H: 1.7432 -6.8169 -1.1057  0.33
H: 6.4729 -6.9466 -0.7357  0.30
H: 6.3863 -8.3938 0.3194  0.30
H: 7.0934 -6.8855 0.9204  0.23
C: -3.7349 7.0727 -3.9519  -1.07
C: -4.2242 7.3577 -2.5460  -0.16
O: -5.1652 6.3635 -2.1168  -0.39
C: -4.6388 5.2055 -1.7128  0.73
O: -3.4610 4.9339 -1.6661  -0.56
O: -5.6444 4.3827 -1.3887  -0.34
C: -5.2178 3.0732 -1.0243  -0.26
H: -4.5786 6.9580 -4.6359  0.30
H: -3.0960 7.8820 -4.3093  0.36
H: -3.1649 6.1425 -3.9904  0.28
H: -4.7523 8.3122 -2.5304  0.31
H: -3.3956 7.4361 -1.8383  0.28
H: -4.4575 3.1086 -0.2419  -0.03
H: -4.8396 2.5479 -1.9033  0.25
H: -6.0819 2.5327 -0.6411  0.30


Record 2
C23H41IP2Rh | the ωB97M-V functional and the def2-TZVPD basis

energy relative to the best compared isomer or geometry (same formula, charge and spin)	0.0	kcal/mol
net charge	+1
E_HOMO (spin up / spin down)	-0.2759 / -0.3925	Eh
multiplicity	5
⟨S²⟩	6.011
E_LUMO (spin up / spin down)	-0.0854 / -0.1558	Ha
energy	-1991.4942	Eh

Last column: Mulliken spin population.
Positions of all 68 atoms, in Å:
Rh: -0.3728 1.2305 -0.4551  2.14
C: 1.0112 0.3079 0.7349  -0.05
C: 1.6120 1.3593 -0.0417  0.07
C: -0.1020 2.2967 1.2315  0.06
C: -0.0623 0.8820 1.5076  0.17
C: 0.9376 2.5904 0.2720  0.31
C: 1.4462 -1.1223 0.8511  0.13
H: 2.4675 -1.2597 0.4904  0.00
H: 0.7841 -1.7760 0.2716  -0.03
H: 1.3855 -1.4549 1.8927  0.01
C: -0.8546 0.1900 2.5678  0.00
H: -0.4496 -0.8027 2.7465  0.00
H: -1.9051 0.0919 2.2807  0.01
H: -0.8092 0.7634 3.4937  0.01
C: -1.0404 3.2534 1.8983  0.00
H: -0.8707 3.2443 2.9778  0.01
H: -2.0823 2.9657 1.7235  0.01
H: -0.8785 4.2609 1.5125  -0.01
C: 1.2290 3.9550 -0.2552  0.04
H: 1.3113 4.7037 0.5345  0.01
H: 0.4174 4.2498 -0.9140  0.00
H: 2.1502 3.9457 -0.8428  0.00
C: 2.7727 1.2006 -0.9805  0.01
H: 3.3325 2.1367 -1.0354  0.01
H: 2.3870 0.9689 -1.9788  0.03
H: 3.4190 0.3842 -0.6514  0.00
C: -0.7031 -3.5146 -2.0336  0.01
C: 0.6027 -3.5596 -1.7274  -0.01
C: 1.6618 -2.6514 -2.2605  -0.01
C: 1.8801 -2.6409 -3.7805  0.01
C: 1.1315 -1.4564 -4.4519  0.11
C: 0.1363 -0.6091 -3.6335  -0.28
C: -1.1703 -1.2332 -3.0770  0.07
C: -1.2153 -2.7545 -3.2216  0.00
H: 2.6249 -2.8782 -1.7785  0.00
H: 1.6538 -3.6029 -4.2712  0.00
H: 1.4408 -1.5953 -1.9815  0.07
H: -0.5802 -3.0354 -4.0843  0.00
H: -1.4388 -4.1429 -1.4955  0.00
H: 0.9449 -4.2334 -0.9384  0.00
H: -2.2485 -3.0864 -3.4313  0.00
H: -1.2888 -0.9621 -2.0028  -0.04
H: 0.6368 -0.0521 -2.8175  0.24
H: -2.0835 -0.8113 -3.5482  0.03
H: 2.9513 -2.4777 -3.9709  0.00
H: 1.9543 -0.7697 -4.7111  0.03
P: 0.2737 -1.7168 -6.0015  0.00
C: -0.7818 -3.1287 -6.4054  0.00
C: 1.6807 -1.6413 -7.1118  0.01
P: -0.4131 0.8918 -4.6807  0.30
C: -0.8732 -0.3046 -6.0445  0.05
C: 0.7009 1.9037 -5.6861  0.10
C: -1.9309 1.8836 -4.5928  0.18
H: -1.8480 -2.9079 -6.2120  0.00
H: -0.5338 -4.0729 -5.8898  0.00
H: -0.6798 -3.2975 -7.4883  0.00
H: 1.3440 -1.8664 -8.1255  0.00
H: 2.4264 -2.3874 -6.7984  0.00
H: 2.1351 -0.6511 -7.0509  0.00
H: -2.4429 1.7241 -5.5544  0.01
H: -1.6477 2.9422 -4.5018  0.01
H: -2.5917 1.5984 -3.7617  -0.01
H: -1.8950 -0.6235 -5.8057  0.01
H: -0.8439 0.1397 -7.0417  0.00
H: 0.6569 2.9484 -5.3643  0.01
H: 0.3484 1.8513 -6.7241  0.00
H: 1.7330 1.5549 -5.6564  -0.02
I: -3.0255 0.7117 -0.4155  0.18


Record 3
C23H42Br6Fe2O13 | the ωB97M-V functional and the def2-TZVPD basis

E_HOMO (spin up / spin down)	-0.3043 / -0.2981	Eh
multiplicity	9
⟨S²⟩	20.019
E_LUMO (spin up / spin down)	0.0032 / -0.0027	Ha
energy	-19851.2426	Eh

Last column: Mulliken spin population.
Positions of all 86 atoms, in Å:
Fe: 9.1502 21.6746 -2.5122  3.76
Fe: 9.3970 19.6022 -4.9450  3.76
C: 7.5233 21.3365 -4.5486  -0.01
O: 7.2516 21.4152 -3.2877  0.06
O: 7.4707 20.2321 -5.2586  0.07
O: 8.7761 21.6574 -4.6095  0.12
C: 11.0527 19.9489 -2.9484  -0.09
O: 11.1874 21.0856 -2.3697  0.10
O: 11.3455 19.7909 -4.2139  0.06
O: 9.8107 19.5996 -2.8275  0.06
C: 12.5815 18.5224 0.4009  0.00
C: 12.4018 19.1774 1.7542  0.00
O: 11.6040 20.0710 1.9237  0.00
C: 13.3643 18.7191 2.8198  0.00
H: 13.6402 18.3937 0.1966  0.00
H: 12.0742 19.1056 -0.3652  0.00
H: 12.0577 17.5608 0.3732  0.00
H: 12.7182 18.1760 3.5199  0.00
H: 13.8228 19.5575 3.3397  0.00
H: 14.1054 17.9912 2.4998  0.00
O: 8.4414 21.2844 -0.4239  0.01
C: 8.0757 20.4154 0.3363  0.01
O: 7.0489 20.5359 1.1486  0.00
C: 6.2439 21.7010 1.2027  0.00
C: 5.3622 21.9369 -0.0164  0.00
C: 8.7443 19.0750 0.3760  0.00
H: 6.8491 22.5862 1.4252  0.00
H: 5.6556 21.6378 2.1196  0.00
H: 6.0001 22.1940 -0.8599  0.00
H: 4.6968 22.7665 0.2226  0.00
H: 4.7499 21.0590 -0.2157  0.00
H: 8.2191 18.3821 -0.2901  0.00
H: 8.7507 18.5805 1.3448  0.00
H: 9.7164 19.1383 -0.1041  0.00
O: 8.9056 17.5682 -4.8372  0.05
C: 8.6586 16.4330 -4.4890  0.00
O: 8.3828 15.4318 -5.2823  0.00
C: 8.4742 15.6118 -6.7407  0.00
C: 7.2857 16.4321 -7.1838  0.00
C: 8.7652 16.0111 -3.0558  0.00
H: 8.5153 14.6046 -7.1405  0.00
H: 9.4233 16.1289 -6.8792  0.00
H: 6.4417 15.7406 -7.1555  0.00
H: 7.3210 16.7003 -8.2439  0.00
H: 7.2150 17.3793 -6.6585  0.00
H: 9.4543 16.6420 -2.4990  0.00
H: 9.1151 14.9827 -2.9808  0.00
H: 7.7885 16.0466 -2.5704  0.00
O: 9.4157 23.7126 -1.7611  0.00
C: 10.2306 24.5705 -1.4703  0.01
O: 11.1257 24.5115 -0.5257  0.00
C: 11.2006 23.4290 0.3934  0.00
C: 10.1045 23.4708 1.4586  0.00
C: 10.2227 25.8449 -2.2548  0.00
H: 12.1577 23.4728 0.9084  0.00
H: 11.1483 22.4617 -0.1106  0.01
H: 9.9830 24.4821 1.8433  0.00
H: 10.3847 22.7771 2.2514  0.00
H: 9.1787 23.0638 1.0502  0.00
H: 9.2055 26.1953 -2.4051  0.00
H: 10.6803 25.6599 -3.2312  0.00
H: 10.8434 26.6652 -1.8935  0.00
Br: 14.6445 19.6962 -2.2237  0.00
C: 15.0137 21.5168 -1.6184  0.00
C: 13.7647 22.1046 -0.9754  0.00
Br: 14.1213 24.0027 -0.6769  0.00
H: 15.1873 22.0338 -2.5591  0.00
H: 15.9208 21.5897 -1.0264  0.00
H: 13.5667 21.5954 -0.0341  0.00
H: 12.9217 21.9351 -1.6402  -0.01
Br: 14.3281 23.5985 -4.5817  0.00
C: 12.7991 22.4500 -4.3311  0.01
C: 12.1110 22.2131 -5.6469  0.01
Br: 11.5263 23.8076 -6.6038  0.00
H: 12.0776 22.9036 -3.6490  0.00
H: 13.1670 21.5840 -3.7882  -0.01
H: 11.2185 21.6054 -5.4892  -0.01
H: 12.6971 21.6144 -6.3410  0.00
Br: 15.1737 20.0588 -5.9645  0.00
C: 14.0100 18.5407 -5.5501  0.00
C: 13.2044 18.2925 -6.8102  0.00
Br: 12.1419 16.6708 -6.3980  0.00
H: 13.3519 18.8072 -4.7232  0.00
H: 14.5950 17.6915 -5.2072  0.00
H: 13.9326 18.1148 -7.5947  0.00
H: 12.4808 19.0884 -6.9393  0.00